1.
# C25H35CeN2O5S2

C25H35CeN2O5S2 as an isolated structure at a distorted geometry (ωB97M-V with the def2-TZVPD basis set, the OMol25 dataset).

Geometry as XYZ:
```
70
Properties=species:S:1:pos:R:3:mulliken_charge:R:1
Ce 1.7640 0.8029 -0.1701 0.062
C -5.5405 0.5729 -1.8676 -1.599
C -4.2587 1.1202 -1.3270 0.913
C -3.6228 0.5343 -0.2426 -0.724
C -2.4182 1.0221 0.2410 -0.314
C -1.8450 2.1110 -0.3866 0.302
C -2.4639 2.7320 -1.4718 -0.790
C -3.6656 2.2324 -1.9285 -0.884
S -0.3285 2.7908 0.1467 1.289
O 0.2188 1.7146 1.1056 -0.298
O -0.4527 4.0736 0.7586 -0.695
N 0.5943 2.7133 -1.1461 -0.206
C 1.7069 3.7361 -1.2618 -0.907
C 2.8292 2.9335 -0.6250 1.110
O 2.8199 2.8163 0.6244 -0.465
O 3.3224 1.9834 -1.3291 -0.498
H -6.0402 -0.0712 -1.1491 0.391
H -5.3550 -0.0101 -2.7696 0.309
H -6.2242 1.3769 -2.1384 0.431
H -4.0748 -0.3217 0.2389 0.374
H -1.9372 0.5410 1.0790 0.676
H -2.0038 3.5798 -1.9539 0.464
H -4.1534 2.7096 -2.7671 0.419
H 1.4729 4.6535 -0.7206 0.478
H 1.8933 3.9234 -2.3190 0.328
O 3.2901 -0.3727 1.1693 -0.648
S 3.3772 -0.7183 2.6811 0.335
C 5.0616 -0.2896 3.1854 -0.624
C 4.9974 1.0242 3.9630 -0.652
C 3.6334 1.0401 4.6510 -0.799
C 2.6320 0.6756 3.5558 -0.150
H 5.6354 -0.2621 2.2606 0.388
H 5.4192 -1.1244 3.7886 0.413
H 5.0825 1.8673 3.2779 0.292
H 5.8220 1.0837 4.6726 0.377
H 3.3772 2.0135 5.0696 0.376
H 3.5992 0.3183 5.4707 0.361
H 2.5679 1.4974 2.8248 0.098
H 1.6365 0.3932 3.8926 0.423
C -3.2953 -3.9452 -0.4798 -1.714
C -2.1434 -3.1098 -0.0112 -0.312
C -1.8812 -2.9855 1.3476 -0.874
C -0.8282 -2.2098 1.8183 -0.104
C -0.5586 -2.0742 3.2852 -1.454
C -0.0428 -1.5574 0.8807 0.488
C -0.2660 -1.6403 -0.5081 1.443
C -1.3421 -2.4452 -0.9279 -0.036
N 0.5796 -0.9111 -1.3149 0.244
C 0.4994 -0.8999 -2.7942 1.547
C -0.8319 -0.3185 -3.2872 -1.210
C 0.8084 -2.2874 -3.3604 -1.638
C 1.5997 0.0533 -3.2589 -2.195
H -3.7119 -4.5437 0.3269 0.421
H -2.9957 -4.6194 -1.2815 0.364
H -4.0946 -3.3097 -0.8664 0.304
H -2.5019 -3.5190 2.0566 0.338
H -1.2136 -2.7142 3.8713 0.421
H -0.7247 -1.0469 3.6184 0.258
H 0.4707 -2.3495 3.5256 0.288
H 0.7881 -0.9706 1.2879 -0.071
H -1.5504 -2.5655 -1.9756 0.608
H -1.7076 -0.8869 -2.9994 0.296
H -0.8142 -0.2659 -4.3776 0.523
H -0.9568 0.6974 -2.9098 0.076
H 0.0830 -3.0463 -3.0946 0.322
H 1.7836 -2.6238 -3.0137 0.374
H 0.8449 -2.2261 -4.4489 0.449
H 1.3829 1.0815 -2.9449 0.428
H 1.6579 0.0769 -4.3483 0.624
H 2.5935 -0.2542 -2.8986 0.434
```

Results
- Charge: +1
- Strongest force on any atom: 4.0 eV Å⁻¹
- E_HOMO (spin up / spin down): -10.18 / -10.17 eV

---

2.
# C25H35FeN6P2

C25H35FeN6P2 as an isolated structure (ωB97M-V with the def2-TZVPD basis set, the OMol25 dataset).

Geometry as XYZ:
```
69
Properties=species:S:1:pos:R:3:mulliken_spin:R:1
Fe -0.6559 0.0923 -0.2128 1.239
C 4.6212 -1.0903 1.3752 0.000
C 4.9223 0.2428 1.6552 0.000
C 4.0719 1.2511 1.2519 0.000
C 2.8953 0.9530 0.5607 0.002
N 2.6496 -0.3457 0.3099 0.007
C 3.4674 -1.3448 0.6861 -0.001
C 1.9441 1.9429 0.0270 -0.039
C 2.3991 3.2555 -0.1563 -0.002
C 1.6671 4.1819 -0.8738 0.007
C 0.4842 3.7811 -1.4743 -0.006
C 0.0086 2.4969 -1.2470 -0.056
C 0.6764 1.5613 -0.4529 -0.012
H 5.2709 -1.8978 1.6772 0.000
H 5.8296 0.4919 2.1895 0.000
H 4.3232 2.2735 1.4829 0.000
H 3.1484 -2.3397 0.4035 0.001
H 3.3649 3.5612 0.2196 0.000
H 2.0424 5.1872 -1.0032 0.000
H -0.0708 4.4626 -2.1060 -0.001
H -0.9321 2.2207 -1.7254 -0.002
C -4.7249 -2.3022 -0.6806 0.000
N -3.4575 -3.0074 -0.8380 0.000
C -3.4617 -4.4689 -0.8080 0.000
C -2.3056 -2.3132 -0.8284 -0.007
N -2.2448 -1.0045 -0.7255 0.006
N -1.1514 -3.0368 -0.9422 0.004
C 0.1222 -2.4629 -1.1397 -0.017
N 1.0313 -3.3971 -1.6053 0.001
N 0.4262 -1.2729 -0.8562 0.026
H -5.5324 -2.9783 -0.9418 0.000
H -4.7892 -1.4590 -1.3696 0.000
H -4.8723 -1.9558 0.3463 0.000
H -4.4896 -4.8114 -0.7628 0.000
H -2.9402 -4.8545 0.0706 0.000
H -3.0259 -4.8915 -1.7165 0.000
H -3.1701 -0.6088 -0.6665 0.009
H -1.2413 -4.0263 -1.1000 0.001
H 0.6829 -4.1573 -2.1699 0.000
H 1.8643 -2.9827 -1.9943 0.000
H 1.8020 -0.6358 -0.2719 -0.008
C 0.6895 0.7025 2.9924 0.001
P -0.3290 -0.3635 1.9345 -0.087
C 0.2966 -2.0209 2.3199 -0.002
C -1.9985 -0.3200 2.6616 -0.010
C -2.3952 -1.1248 3.7246 -0.003
C -3.6894 -1.0327 4.2194 -0.001
C -4.5863 -0.1296 3.6659 -0.001
C -4.1938 0.6854 2.6123 0.001
C -2.9037 0.5911 2.1046 -0.006
P -2.2567 1.5802 0.7272 -0.045
C -3.6808 2.0613 -0.2992 -0.002
C -1.8122 3.1827 1.4602 0.002
H 0.5429 0.4181 4.0350 -0.002
H 0.4364 1.7540 2.8659 0.000
H 1.7394 0.5696 2.7359 0.000
H 0.3582 -2.1609 3.3990 -0.002
H 1.2952 -2.1381 1.9032 0.001
H -0.3541 -2.7819 1.8907 0.001
H -1.7085 -1.8309 4.1725 0.000
H -3.9963 -1.6648 5.0417 0.000
H -5.5919 -0.0563 4.0575 0.000
H -4.9021 1.3896 2.1942 0.000
H -4.1429 1.2261 -0.8228 0.000
H -3.3290 2.7756 -1.0449 0.000
H -4.4395 2.5567 0.3063 -0.001
H -2.6537 3.5586 2.0428 0.000
H -1.5785 3.8893 0.6635 0.000
H -0.9396 3.1005 2.1072 0.001
```

Results
- Charge: +2
- Multiplicity: 2
- Relative energy (zero: lowest compared OMol25 entry of this formula, charge and spin): 1.865 eV
- <S²>: 0.792
- Strongest force on any atom: 0.5 eV Å⁻¹
- E_HOMO (spin up / spin down): -13.89 / -13.87 eV

---

3.
# C25H35N2O2

An isolated ion of composition C25H35N2O2 and charge +1 (ωB97M-V with the def2-TZVPD basis set, the OMol25 dataset).

Geometry as XYZ:
```
64
Properties=species:S:1:pos:R:3:nbo_charge:R:1
C 0.1847 -5.2971 -0.8454 -0.611
C -0.2027 -4.1752 -1.8018 -0.391
C -1.4337 -3.3908 -1.3473 -0.404
C -1.1964 -2.6445 -0.0331 -0.228
N -2.2971 -1.7461 0.2863 -0.415
C -3.5335 -2.3660 0.7124 -0.417
C -2.1112 -0.4301 0.1177 0.685
O -1.0333 0.0361 -0.2357 -0.676
C -3.2864 0.5099 0.4289 -0.303
C -3.5151 1.5126 -0.7105 -0.402
C -2.3451 2.4743 -0.8605 -0.258
N -2.0872 3.1994 0.4065 -0.341
C -0.9859 4.2126 0.2538 -0.224
C 0.3089 3.5817 -0.1713 -0.154
C 1.2044 3.0821 0.7664 -0.111
C 2.3727 2.4550 0.3803 -0.315
C 2.6790 2.3217 -0.9737 0.332
O 3.7786 1.7327 -1.4702 -0.476
C 4.7311 1.1695 -0.5843 -0.106
C 4.2215 -0.0272 0.1824 0.023
C 4.7050 -0.2996 1.4557 -0.250
C 4.2622 -1.4132 2.1471 -0.186
C 3.3296 -2.2608 1.5734 -0.220
C 2.8442 -1.9924 0.3053 -0.191
C 3.2876 -0.8811 -0.3891 -0.243
C 1.7936 2.8525 -1.9196 -0.200
C 0.6307 3.4686 -1.5233 -0.189
C -1.8037 2.2372 1.4969 -0.255
C -2.9840 1.3002 1.7098 -0.403
H 0.9997 -5.8800 -1.2664 0.223
H 0.5138 -4.9062 0.1143 0.195
H -0.6576 -5.9646 -0.6779 0.206
H -0.4166 -4.6059 -2.7816 0.213
H 0.6372 -3.4879 -1.9228 0.195
H -1.6889 -2.6581 -2.1165 0.208
H -2.2776 -4.0757 -1.2413 0.197
H -1.0742 -3.3450 0.7956 0.199
H -0.2977 -2.0304 -0.1170 0.243
H -3.3514 -3.4277 0.8570 0.228
H -4.3209 -2.2591 -0.0371 0.206
H -3.8788 -1.9550 1.6625 0.204
H -4.2035 -0.0593 0.5679 0.236
H -3.6433 0.9821 -1.6544 0.245
H -4.4380 2.0659 -0.5128 0.211
H -2.5505 3.2023 -1.6470 0.222
H -1.4427 1.9081 -1.1042 0.289
H -2.9452 3.7043 0.6562 0.420
H -0.8702 4.7177 1.2154 0.230
H -1.3129 4.9416 -0.4909 0.230
H 0.9993 3.1893 1.8219 0.203
H 3.0331 2.0668 1.1378 0.235
H 5.5520 0.8608 -1.2408 0.220
H 5.1135 1.9356 0.1027 0.187
H 5.4366 0.3581 1.9033 0.215
H 4.6478 -1.6200 3.1340 0.219
H 2.9882 -3.1320 2.1120 0.217
H 2.1277 -2.6588 -0.1506 0.208
H 2.9127 -0.6729 -1.3804 0.222
H 2.0485 2.7646 -2.9631 0.230
H -0.0305 3.8778 -2.2730 0.212
H -1.5889 2.7936 2.4109 0.224
H -0.9244 1.6598 1.2004 0.279
H -2.7425 0.6195 2.5268 0.243
H -3.8720 1.8684 2.0022 0.212
```

Results
- Charge: +1
- Relative energy (zero: lowest compared OMol25 entry of this formula, charge and spin): 0.062 eV
- Strongest force on any atom: 1.0 eV Å⁻¹
- E_HOMO: -11.24 eV
- SMILES string: CCCCN(C)C(=O)[C@H]1CC[N@@H+](Cc2ccc(OCc3ccccc3)cc2)CC1

---

4.
# C25H35N3O3

One molecule with the formula C25H35N3O3 (ωB97M-V with the def2-TZVPD basis set, the OMol25 dataset).

Geometry as XYZ:
```
66
Properties=species:S:1:pos:R:3:nbo_charge:R:1
C 4.8132 2.5867 0.2650 -0.250
O 4.0163 1.9279 -0.6860 -0.528
C 2.6490 2.0420 -0.5710 0.327
C 1.8980 1.5088 -1.6161 -0.264
C 0.5233 1.5608 -1.5952 -0.260
C -0.1632 2.1560 -0.5289 0.242
N -1.5409 2.1830 -0.4874 -0.468
C -2.3739 2.3051 -1.6554 -0.229
C -3.4442 1.1888 -1.6679 -0.221
N -3.7963 0.7600 -0.3262 -0.455
C -3.3200 -0.5369 0.1225 -0.042
C -4.1977 -1.6488 -0.4636 -0.393
C -3.7699 -2.9843 0.1341 -0.405
C -2.2816 -3.2217 -0.1033 -0.210
N -1.5070 -2.1380 0.4702 -0.450
C -0.0791 -2.3834 0.3821 -0.229
C 0.7212 -1.4432 1.2439 -0.096
C 0.1716 -0.8578 2.3706 -0.197
C 0.9197 -0.0157 3.1756 -0.231
C 2.2427 0.2268 2.8622 -0.203
C 2.8162 -0.3561 1.7448 -0.311
C 2.0607 -1.1815 0.9234 0.387
O 2.5407 -1.7943 -0.1976 -0.538
C 3.8653 -1.5210 -0.6207 -0.108
C 4.0471 -2.2464 -1.9540 -0.071
O 3.9464 -3.6389 -1.8110 -0.713
C -1.8499 -0.8782 -0.1647 -0.255
C -3.6852 1.8555 0.6048 -0.207
C -2.2450 2.3970 0.7539 -0.236
C 0.6032 2.6744 0.5168 -0.270
C 1.9850 2.6219 0.4979 -0.292
H 5.8441 2.4179 -0.0440 0.198
H 4.6114 3.6628 0.2805 0.178
H 4.6662 2.1796 1.2712 0.169
H 2.4174 1.0476 -2.4421 0.219
H -0.0240 1.1186 -2.4134 0.210
H -2.8730 3.2866 -1.6349 0.176
H -1.7662 2.2671 -2.5573 0.217
H -3.0952 0.3307 -2.2396 0.198
H -4.3498 1.5703 -2.1593 0.188
H -3.4480 -0.5559 1.2100 0.199
H -5.2451 -1.4428 -0.2406 0.215
H -4.0848 -1.6758 -1.5493 0.191
H -3.9561 -2.9755 1.2092 0.202
H -4.3433 -3.8014 -0.3073 0.209
H -1.9775 -4.1555 0.3779 0.200
H -2.0944 -3.3212 -1.1899 0.156
H 0.1100 -3.4078 0.7239 0.209
H 0.2852 -2.3104 -0.6582 0.185
H -0.8582 -1.0773 2.6066 0.227
H 0.4746 0.4383 4.0484 0.209
H 2.8420 0.8684 3.4922 0.209
H 3.8541 -0.1678 1.5212 0.216
H 4.0220 -0.4461 -0.7586 0.202
H 4.5845 -1.9104 0.1124 0.178
H 5.0419 -2.0439 -2.3550 0.184
H 3.2920 -1.8759 -2.6619 0.162
H 3.1306 -3.8173 -1.3268 0.472
H -1.1923 -0.1106 0.2390 0.231
H -1.6767 -0.9348 -1.2549 0.159
H -4.0616 1.5386 1.5789 0.208
H -4.3416 2.6508 0.2366 0.190
H -2.2816 3.4639 1.0321 0.175
H -1.7223 1.8519 1.5450 0.204
H 0.1230 3.1442 1.3601 0.215
H 2.5267 3.0448 1.3290 0.218
```

Results
- Charge: 0
- Relative energy (zero: lowest compared OMol25 entry of this formula, charge and spin): 2.271 eV
- Strongest force on any atom: 0.6 eV Å⁻¹
- E_HOMO: -7.20 eV
- SMILES string: COc1ccc(N2CCN([C@H]3CCCN(Cc4ccccc4OCCO)C3)CC2)cc1

---

5.
# C25H35N3O5S

One molecule with the formula C25H35N3O5S (ωB97M-V with the def2-TZVPD basis set, the OMol25 dataset).

Geometry as XYZ:
```
69
Properties=species:S:1:pos:R:3:nbo_charge:R:1
C -0.6632 -1.0660 -3.0531 -0.263
O -1.7898 -0.8854 -2.2061 -0.494
C -1.5301 -0.4229 -0.9886 0.825
O -0.4045 -0.2531 -0.5677 -0.644
C -2.7343 -0.1171 -0.1891 -0.201
C -2.7382 1.0283 0.5634 0.036
N -1.7718 2.0266 0.5364 -0.661
C -1.2518 2.4590 -0.6452 0.690
O -1.7421 2.2379 -1.7263 -0.595
C 0.0477 3.2507 -0.4643 -0.316
N 1.1057 2.3474 -0.0722 -0.469
C 1.2234 1.8156 1.2143 0.820
O 0.4974 2.0905 2.1453 -0.655
N 2.2986 1.0117 1.2088 -0.620
C 2.8861 0.8599 -0.1035 0.029
C 2.7909 -0.5729 -0.6359 -0.406
C 3.7502 -1.5147 0.0861 -0.399
C 5.1975 -1.0253 -0.0327 -0.203
C 6.2436 -2.0162 0.5455 -0.020
C 6.1183 -3.3717 -0.1628 -0.610
C 7.6584 -1.4851 0.2791 -0.610
C 6.0777 -2.2338 2.0515 -0.619
C 5.2734 0.3756 0.5835 -0.411
C 4.3411 1.3435 -0.1395 -0.384
C 2.0101 1.7928 -0.9354 0.725
O 2.1124 2.0326 -2.1099 -0.579
S -4.1968 1.1897 1.4737 0.440
C -4.7871 -0.3299 0.8586 -0.167
C -3.9192 -0.8982 -0.0244 -0.031
C -4.1421 -2.1977 -0.7402 -0.440
C -5.6190 -2.4621 -1.0345 -0.393
C -6.3811 -3.0610 0.1480 -0.393
C -6.1009 -2.3674 1.4813 -0.392
C -6.0948 -0.8418 1.3688 -0.445
H -0.0283 -1.8708 -2.6744 0.185
H -0.0803 -0.1440 -3.1010 0.211
H -1.0595 -1.3195 -4.0326 0.198
H -1.2499 2.2192 1.3926 0.448
H 0.3299 3.6942 -1.4214 0.259
H -0.0701 4.0180 0.3053 0.230
H 2.5126 0.4055 1.9811 0.420
H 3.0277 -0.5425 -1.7012 0.219
H 1.7612 -0.9148 -0.5250 0.250
H 3.6442 -2.5038 -0.3576 0.218
H 3.4676 -1.5885 1.1376 0.187
H 5.4226 -0.9262 -1.1017 0.199
H 6.9556 -4.0109 0.1084 0.209
H 6.1251 -3.2444 -1.2429 0.207
H 5.2058 -3.8879 0.1220 0.206
H 7.7849 -1.2362 -0.7720 0.207
H 8.3944 -2.2424 0.5394 0.209
H 7.8727 -0.6017 0.8739 0.205
H 5.0963 -2.6375 2.2859 0.206
H 6.8231 -2.9449 2.4010 0.213
H 6.2171 -1.3072 2.6017 0.206
H 6.2866 0.7695 0.5140 0.219
H 4.9994 0.3344 1.6388 0.193
H 4.6343 1.4367 -1.1866 0.222
H 4.4021 2.3331 0.3192 0.215
H -3.7274 -3.0231 -0.1530 0.209
H -3.5927 -2.1548 -1.6805 0.241
H -6.0828 -1.5247 -1.3443 0.203
H -5.6959 -3.1545 -1.8755 0.211
H -7.4505 -3.0064 -0.0692 0.201
H -6.1219 -4.1177 0.2475 0.202
H -5.1361 -2.6899 1.8760 0.202
H -6.8652 -2.6718 2.1990 0.212
H -6.2700 -0.3991 2.3518 0.221
H -6.9129 -0.5163 0.7193 0.215
```

Results
- Charge: 0
- Relative energy (zero: lowest compared OMol25 entry of this formula, charge and spin): 0.000 eV
- Strongest force on any atom: 0.7 eV Å⁻¹
- E_HOMO: -8.24 eV
- SMILES string: COC(=O)c1c(NC(=O)CN2C(=O)N[C@]3(CC[C@@H](C(C)(C)C)CC3)C2=O)sc2c1CCCCC2

---

6.
# C25H35N5O

One molecule with the formula C25H35N5O at a distorted geometry (ωB97M-V with the def2-TZVPD basis set, the OMol25 dataset).

Geometry as XYZ:
```
66
Properties=species:S:1:pos:R:3:nbo_charge:R:1
C -1.8898 -2.5341 -0.3696 -0.638
C -0.9254 -1.6596 0.4419 -0.203
N 0.0149 -2.3583 1.2919 -0.469
C 0.9904 -3.1388 0.5546 -0.207
C 2.2308 -3.4594 1.3816 -0.625
C -0.5773 -3.0339 2.4281 -0.224
C 0.0865 -2.5988 3.7466 -0.235
N 0.0312 -1.1681 3.9297 -0.603
C 1.1268 -0.3823 3.8710 0.694
O 2.2504 -0.8253 3.7363 -0.652
C 0.8559 1.1008 4.0778 -0.480
C 1.5977 1.9572 3.0400 -0.435
C 0.9696 1.8400 1.6749 -0.040
C 1.6167 1.0851 0.6642 0.263
C 2.9639 0.4694 0.8701 -0.670
N 1.1024 0.8773 -0.5331 -0.484
C -0.0891 1.4114 -0.7718 0.354
C -0.8053 2.2259 0.1354 -0.147
C -2.0012 2.5574 -0.5687 0.166
C -3.1536 3.3955 -0.1440 -0.639
N -1.9982 1.9887 -1.7484 -0.247
N -0.8521 1.2918 -1.8944 -0.218
C -0.6275 0.5367 -3.0459 0.204
C 0.5271 -0.2241 -3.1939 -0.265
C 0.7069 -0.9744 -4.3403 -0.192
C -0.2428 -0.9857 -5.3540 -0.034
C -0.0296 -1.7845 -6.6042 -0.624
C -1.3905 -0.2175 -5.1919 -0.205
C -1.5883 0.5366 -4.0535 -0.232
C -0.2492 2.4517 1.4039 0.049
C -0.9911 3.3191 2.3761 -0.651
H -1.3404 -3.1585 -1.0692 0.207
H -2.5644 -1.8987 -0.9379 0.217
H -2.4811 -3.1761 0.2806 0.196
H -0.3397 -1.0552 -0.2517 0.209
H -1.5014 -0.9748 1.0736 0.181
H 1.2884 -2.5340 -0.3049 0.200
H 0.5591 -4.0831 0.1745 0.157
H 3.0231 -3.8134 0.7261 0.211
H 2.5747 -2.5684 1.8980 0.232
H 2.0277 -4.2364 2.1147 0.195
H -0.4976 -4.1267 2.3435 0.188
H -1.6417 -2.7847 2.4888 0.188
H 1.1428 -2.8631 3.7540 0.238
H -0.4175 -3.0927 4.5856 0.189
H -0.8828 -0.7445 3.9330 0.389
H -0.2147 1.3019 4.0535 0.197
H 1.2326 1.3523 5.0732 0.235
H 2.6333 1.6260 3.0144 0.242
H 1.5931 3.0004 3.3655 0.211
H 3.2230 -0.1064 -0.0134 0.230
H 2.9636 -0.1861 1.7374 0.259
H 3.7184 1.2412 1.0191 0.218
H -2.8479 4.4334 -0.0141 0.219
H -3.5669 3.0383 0.7977 0.217
H -3.9208 3.3508 -0.9120 0.238
H 1.2697 -0.2169 -2.4129 0.257
H 1.6061 -1.5643 -4.4479 0.207
H -0.9696 -2.1964 -6.9654 0.215
H 0.3800 -1.1474 -7.3891 0.218
H 0.6698 -2.5988 -6.4311 0.214
H -2.1411 -0.2123 -5.9695 0.208
H -2.4788 1.1304 -3.9235 0.238
H -0.3710 3.6299 3.2106 0.221
H -1.3564 4.2082 1.8669 0.229
H -1.8571 2.7864 2.7704 0.224
```

Results
- Charge: 0
- Relative energy (zero: lowest compared OMol25 entry of this formula, charge and spin): 0.000 eV
- Strongest force on any atom: 1.0 eV Å⁻¹
- E_HOMO: -7.76 eV
- SMILES string: CCN(CC)CCNC(=O)CCc1c(C)nc2c(c(C)nn2-c2ccc(C)cc2)c1C